{
  "formula": "C20H23BrN2O4",
  "method": "ωB97M-V with the def2-TZVPD basis set",
  "homo_lumo_gap_ev": 9.2,
  "smiles": "CCOC(=O)CN[C@H](c1ccccc1)c1cc(Br)ccc1NC(=O)OCC",
  "homo_energy_ev": -8.51,
  "mol_weight_g_mol": 435.32,
  "e_tot_ev": -102327.28841,
  "symbols": ["C", "C", "O", "C", "O", "C", "N", "C", "C", "C", "C", "C", "C", "C", "C", "C", "C", "Br", "C", "C", "C", "N", "C", "O", "O", "C", "C", "H", "H", "H", "H", "H", "H", "H", "H", "H", "H", "H", "H", "H", "H", "H", "H", "H", "H", "H", "H", "H", "H", "H"],
  "positions_angstrom": [[-4.992, -3.196, 0.368], [-4.684, -1.743, 0.043], [-3.674, -1.640, -0.965], [-2.400, -1.678, -0.563], [-2.053, -1.747, 0.587], [-1.455, -1.648, -1.763], [-0.169, -1.043, -1.527], [-0.161, 0.409, -1.454], [1.254, 0.946, -1.455], [2.332, 0.134, -1.774], [3.617, 0.647, -1.776], [3.839, 1.978, -1.467], [2.765, 2.800, -1.170], [1.480, 2.288, -1.169], [-0.989, 0.926, -0.287], [-2.329, 1.206, -0.541], [-3.184, 1.590, 0.472], [-5.006, 1.958, 0.066], [-2.733, 1.725, 1.772], [-1.402, 1.473, 2.029], [-0.524, 1.067, 1.026], [0.829, 0.929, 1.400], [1.663, -0.137, 1.280], [1.404, -1.216, 0.815], [2.861, 0.201, 1.798], [3.899, -0.775, 1.698], [5.231, -0.055, 1.587], [-4.113, -3.677, 0.789], [-5.289, -3.728, -0.533], [-5.801, -3.243, 1.091], [-4.339, -1.221, 0.941], [-5.556, -1.236, -0.373], [-1.958, -1.160, -2.602], [-1.280, -2.695, -2.038], [0.246, -1.425, -0.677], [-0.641, 0.769, -2.378], [2.152, -0.901, -2.015], [4.450, 0.003, -2.021], [4.843, 2.378, -1.466], [2.928, 3.842, -0.939], [0.644, 2.934, -0.939], [-2.706, 1.131, -1.551], [-3.404, 2.024, 2.562], [-1.025, 1.586, 3.035], [1.190, 1.664, 1.993], [3.708, -1.400, 0.820], [3.867, -1.408, 2.592], [5.395, 0.566, 2.463], [6.033, -0.783, 1.510], [5.235, 0.580, 0.704]],
  "forces_ev_per_a": [[0.2, 0.3, -0.2], [-0.2, -0.1, 0.5], [-0.2, -0.1, -0.4], [0.2, 0.0, 0.0], [0.0, -0.2, 0.0], [0.1, 0.0, 0.0], [0.0, -0.2, 0.0], [-0.1, -0.1, 0.0], [0.1, 0.1, -0.3], [-0.1, 0.0, 0.0], [0.1, 0.1, 0.0], [0.1, 0.0, 0.0], [-0.1, 0.1, 0.0], [0.1, 0.0, -0.2], [-0.1, 0.2, 0.0], [0.0, 0.1, 0.1], [-0.2, 0.1, 0.0], [0.1, 0.0, 0.0], [-0.1, 0.0, -0.2], [0.2, -0.1, -0.1], [-0.3, 0.0, 0.0], [0.2, 0.3, 0.5], [0.1, 0.2, 0.4], [-0.1, -0.4, -0.1], [0.0, 0.2, 0.0], [0.3, -0.4, -0.1], [-0.5, 0.0, 0.1], [0.0, -0.1, 0.1], [-0.1, -0.1, -0.1], [-0.1, 0.0, 0.1], [-0.1, 0.0, -0.2], [0.2, 0.0, 0.1], [0.0, -0.1, 0.0], [-0.2, 0.1, 0.0], [0.0, 0.1, -0.1], [0.0, 0.0, 0.2], [0.0, -0.1, 0.0], [0.1, -0.1, 0.0], [0.1, 0.0, 0.0], [0.0, 0.1, 0.0], [-0.1, 0.1, 0.1], [0.0, 0.0, -0.1], [0.0, 0.0, 0.0], [0.1, 0.0, 0.1], [0.0, -0.1, -0.2], [0.0, 0.1, 0.2], [0.0, 0.0, -0.1], [0.1, 0.1, 0.1], [0.1, -0.1, 0.0], [0.0, 0.0, -0.1]]
}